1.
Below is a structure of composition C51H45Cl2KN7O3SeTe at a distorted geometry, with properties calculated with ωB97M-V with the def2-TZVPD basis set.

Geometry as XYZ:
```
111
Properties=species:S:1:pos:R:3:lowdin_spin:R:1
K -2.695 -1.189 1.254 0.0195
Cl -2.394 -8.549 -0.021 0.0000
C -2.856 -6.869 -0.089 0.0000
C -2.229 -5.953 0.726 0.0000
C -2.536 -4.582 0.711 0.0000
N -1.892 -3.665 1.498 0.0005
C -0.998 -4.018 2.411 0.0001
O -0.580 -5.136 2.773 0.0000
C -0.393 -2.853 3.161 0.0000
C 0.818 -3.090 3.829 0.0000
C 1.363 -2.103 4.616 0.0000
C 0.681 -0.897 4.731 0.0000
C -0.495 -0.747 4.013 0.0001
N -1.022 -1.688 3.252 0.0000
C -3.568 -4.150 -0.188 0.0000
C -4.185 -5.117 -0.997 0.0000
C -3.838 -6.447 -0.961 0.0000
Cl -4.653 -7.573 -2.009 0.0000
N -3.917 -2.827 -0.229 0.0005
C -4.833 -2.356 -1.055 0.0001
O -5.545 -2.915 -1.914 0.0000
C -5.057 -0.860 -0.984 0.0001
C -6.355 -0.403 -1.243 0.0001
C -6.566 0.943 -1.450 0.0000
C -5.477 1.801 -1.383 0.0000
C -4.239 1.258 -1.088 -0.0003
N -4.027 -0.029 -0.895 0.0011
H -1.481 -6.298 1.420 0.0000
H 1.287 -4.057 3.706 0.0000
H 2.298 -2.265 5.144 0.0000
H 1.057 -0.100 5.359 0.0000
H -1.055 0.179 4.058 0.0001
H -4.965 -4.793 -1.666 0.0000
H -7.159 -1.122 -1.309 0.0000
H -7.555 1.322 -1.685 0.0000
H -5.587 2.859 -1.575 0.0000
H -3.364 1.889 -1.027 -0.0004
C 3.213 -0.235 1.684 0.0003
N 3.666 -1.517 1.239 0.0001
C 2.875 -2.546 0.799 0.0009
Se 1.117 -2.579 0.448 0.0065
N 3.710 -3.616 0.592 0.0003
C 5.003 -3.275 0.863 0.0000
C 6.190 -3.977 0.787 0.0000
C 7.357 -3.278 1.082 0.0000
C 7.332 -1.943 1.457 0.0000
C 6.138 -1.241 1.576 0.0000
C 4.973 -1.924 1.266 0.0000
H 2.123 -0.239 1.701 0.0000
H 3.553 0.561 1.015 0.0001
H 3.584 -0.050 2.695 0.0001
H 3.345 -4.512 0.313 0.0001
H 6.197 -5.019 0.507 0.0000
H 8.305 -3.794 1.016 0.0000
H 8.267 -1.432 1.644 0.0000
H 6.124 -0.206 1.879 0.0000
C 6.481 2.828 -1.280 -0.0002
C 5.013 2.579 -1.060 -0.0019
C 4.341 1.568 -1.728 0.0038
C 2.989 1.327 -1.507 0.0127
C 2.321 0.218 -2.263 0.0060
C 2.248 2.100 -0.600 0.0768
Te 0.112 1.310 0.258 0.2569
N -1.760 1.113 1.053 0.4480
C -2.762 1.579 1.722 0.0490
O -3.640 0.876 2.256 0.0176
C -2.921 3.085 1.860 0.0188
C -4.187 3.585 2.143 0.0034
C -4.383 4.944 2.307 0.0011
C -3.318 5.824 2.188 -0.0019
C -2.056 5.332 1.898 -0.0001
C -1.863 3.972 1.736 -0.0010
C -0.651 1.423 -1.719 0.0114
C -1.133 0.268 -2.330 0.0026
C -1.197 -1.042 -1.624 0.0032
C -1.525 0.325 -3.663 -0.0003
C -1.432 1.491 -4.402 0.0012
C -1.795 1.503 -5.860 0.0002
C -0.993 2.642 -3.762 0.0006
C -0.618 2.624 -2.426 0.0045
C -0.186 3.901 -1.773 0.0072
C 2.935 3.137 0.046 0.0031
C 2.209 4.074 0.970 0.0139
C 4.286 3.367 -0.183 0.0015
H 6.934 2.015 -1.843 0.0000
H 7.001 2.916 -0.326 -0.0001
H 6.638 3.759 -1.829 -0.0001
H 4.886 0.944 -2.429 0.0009
H 3.050 -0.412 -2.773 0.0003
H 1.639 0.633 -3.007 -0.0001
H 1.730 -0.402 -1.587 0.0038
H -4.997 2.877 2.242 0.0002
H -5.374 5.321 2.532 0.0003
H -3.468 6.887 2.331 -0.0001
H -1.217 6.009 1.800 0.0000
H -0.874 3.583 1.521 0.0064
H -1.278 -0.905 -0.551 0.0022
H -0.295 -1.626 -1.825 0.0000
H -2.055 -1.623 -1.949 0.0000
H -1.906 -0.571 -4.133 -0.0001
H -2.019 0.494 -6.200 0.0000
H -0.971 1.896 -6.457 0.0001
H -2.670 2.125 -6.042 0.0001
H -0.950 3.576 -4.310 0.0002
H -0.421 4.753 -2.411 0.0004
H 0.887 3.883 -1.587 0.0004
H -0.694 4.026 -0.817 0.0035
H 1.347 3.571 1.402 0.0133
H 1.856 4.944 0.417 0.0000
H 2.856 4.427 1.770 0.0004
H 4.790 4.169 0.346 0.0001
```

multiplicity: 2
orbital gap (spin up / spin down): 4.9393 / 4.9326 eV
total charge: -2
HOMO level (spin up / spin down): -1.45 / -1.45 eV
total energy: -6769.337126 a.u.

2.
Below is the molecule C18H17N3O3S at a distorted geometry, with properties calculated with ωB97M-V with the def2-TZVPD basis set.

Geometry as XYZ:
```
42
Properties=species:S:1:pos:R:3:nbo_charge:R:1
O -1.639 1.915 -0.659 -0.5895
O 1.760 -3.944 1.753 -0.6186
N -1.181 -1.496 1.962 -0.5176
N -0.742 -2.100 -2.288 -0.4408
O -0.032 2.536 -2.240 -0.5179
S -2.791 -0.958 -0.985 0.2965
C -0.770 1.669 -1.536 0.7843
C 0.627 -3.465 1.987 0.6097
C -0.227 -1.512 2.864 0.4171
C -0.160 -0.288 3.697 -0.1998
C 0.683 -0.426 4.794 -0.1751
C 1.534 -1.620 4.951 -0.2764
C -0.449 -3.526 1.013 -0.3491
C 1.512 -2.641 4.105 0.0476
C -1.332 -2.470 0.997 0.2299
C 0.579 -2.221 -2.629 0.0618
C -1.226 -0.954 -1.748 0.0559
C 1.316 -1.072 -2.788 -0.2548
C 0.846 0.139 -2.406 -0.1338
C -0.399 0.213 -1.787 -0.1761
N 0.620 -2.554 2.988 -0.3958
C -2.522 -2.477 0.105 -0.5407
C 0.433 4.422 -3.540 -0.6162
C 0.122 4.724 -1.038 -0.6398
C -0.299 3.931 -2.289 0.0998
H -0.852 0.540 3.563 0.2560
H 0.667 0.420 5.549 0.2281
H 2.161 -1.793 5.847 0.2324
H -0.593 -4.195 0.214 0.2373
H 2.089 -3.504 4.391 0.2485
H 1.075 -3.129 -2.843 0.2022
H 2.341 -1.265 -3.154 0.2134
H 1.515 0.911 -2.447 0.2261
H -3.440 -2.676 0.691 0.2541
H -2.571 -3.350 -0.552 0.2413
H 0.161 3.832 -4.443 0.2183
H 1.508 4.432 -3.459 0.2084
H 0.089 5.390 -3.775 0.2131
H 0.034 5.887 -1.149 0.2321
H 1.228 4.405 -1.016 0.2036
H -0.322 4.266 -0.180 0.2387
H -1.352 4.006 -2.520 0.1857
```

orbital gap: 8.2071 eV
HOMO level: -8.16 eV
SMILES: CC(C)OC(=O)c1cccnc1SCc1cc(=O)n2ccccc2n1
total energy: -1484.209016 a.u.

3.
Below is the ion CH9N4O with charge +1 at a distorted geometry, with properties calculated with ωB97M-V with the def2-TZVPD basis set.

Geometry as XYZ:
```
15
Properties=species:S:1:pos:R:3:nbo_charge:R:1
C 1.344 -0.254 0.146 -0.0868
N 1.049 1.059 -0.442 -0.8721
N -1.628 1.167 0.127 -0.5125
N 0.405 -1.256 -0.358 -0.3958
N -0.837 -1.203 0.227 -0.2142
O -1.975 -0.124 -0.279 -0.2227
H 2.282 -0.726 -0.146 0.2340
H 1.304 -0.323 1.179 0.2038
H 1.616 1.253 -1.261 0.4045
H 1.090 1.837 0.186 0.3941
H -0.725 1.479 -0.261 0.4023
H -2.015 1.433 1.056 0.3820
H 0.166 -1.286 -1.337 0.3946
H -0.639 -0.992 1.278 0.4305
H -1.437 -2.065 -0.115 0.4584
```

orbital gap (spin up / spin down): 9.7812 / 9.7825 eV
total charge: +1
HOMO level (spin up / spin down): -13.79 / -13.79 eV
SMILES: NCN[NH2+]ON
total energy: -337.324690 a.u.